# 1
30
Properties=species:S:1:pos:R:3:forces:R:3:lowdin_charge:R:1 method="wB97M-V/def2-TZVPD" total_charge=-1 e_tot_ev=-43805.1369
In 2.2047 0.2439 -0.9747 -0.1579 0.3557 0.7496 0.32
Cl 2.0594 -2.1459 -0.5791 -0.2500 -0.8350 0.2757 -0.08
Cl 2.9372 1.3768 1.0609 0.2989 0.6717 0.9765 -0.06
C 4.4012 0.0617 -1.3526 -0.9326 0.0794 -1.6496 -0.32
H 5.0342 0.2435 -0.4867 -0.4137 0.0738 0.0029 -0.05
H 4.4964 -0.9629 -1.7413 0.2319 0.3581 0.0971 -0.05
C -1.0090 1.1248 -1.1915 -2.9217 1.8053 0.7269 -0.19
C 0.0280 0.4930 -1.6136 3.6765 -1.1820 -1.6191 -0.28
H -0.9942 1.8873 -0.3996 0.3468 -0.4189 -0.3547 0.10
C -0.0510 -0.5290 -2.7136 -1.1214 -0.9766 -0.2581 -0.29
H 4.5770 0.7875 -2.1638 0.5707 -0.2773 0.2411 -0.05
C -1.3619 -0.5086 -3.5360 0.3551 0.2931 0.1917 -0.21
H 0.8127 -0.4999 -3.3962 -0.1943 0.1417 0.1552 0.09
H 0.0159 -1.5146 -2.2175 0.1155 0.2161 -0.2397 0.06
C -2.5922 -0.3158 -2.6465 0.0554 0.1427 0.2982 -0.22
H -1.3217 0.3363 -4.2371 0.0037 -0.1227 -0.0441 0.11
H -1.4397 -1.4385 -4.1173 -0.0742 0.2375 0.0124 0.10
C -2.4372 0.9002 -1.7025 0.1293 -0.0173 -0.5239 -0.20
H -3.4754 -0.1621 -3.2814 0.0335 -0.1842 0.1653 0.09
H -2.7636 -1.2160 -2.0399 0.0741 0.0728 -0.1402 0.11
H -2.7811 1.8010 -2.2379 0.1599 -0.0483 0.0758 0.10
H -3.1460 0.8139 -0.8613 0.2487 -0.0949 -0.0708 0.09
N 0.5981 -0.4554 3.0295 0.3121 0.0083 -0.0459 0.15
C -0.2187 0.0931 2.0691 1.0997 0.8137 -1.2529 -0.64
N -1.5565 0.0744 2.4048 -0.6328 -0.1801 0.2282 0.14
O 0.2072 0.5880 1.0288 -1.1045 -0.9771 2.1990 -0.12
H 0.2388 -0.4676 3.9678 0.1138 0.0151 0.0819 0.08
H 1.5747 -0.1876 2.9247 -0.2602 -0.0630 -0.1047 0.06
H -2.2026 0.2178 1.6386 0.3054 -0.0708 0.1118 0.09
H -1.8289 -0.6377 3.0714 -0.0678 0.1633 -0.2856 0.09

=====

# 2
30
Properties=species:S:1:pos:R:3:forces:R:3:mulliken_spin:R:1 method="wB97M-V/def2-TZVPD" e_tot_ev=-41867.7910 spin_multiplicity=5
Pt 0.8409 -0.6177 0.5237 -1.7900 -2.5097 5.1513 1.39
Cl 0.3583 -2.7247 -0.2319 -0.2493 -0.8425 0.3010 0.43
Cl 1.5064 1.4724 1.4347 0.8054 1.1775 1.2511 0.29
C 2.4027 -0.3340 -0.4620 4.4216 0.8861 -2.0937 0.83
H 3.0687 0.5295 -0.3371 -0.4971 -0.2457 0.0701 0.02
H 2.7852 -1.0107 -1.2026 -0.1525 -0.5002 -0.2769 0.03
C -0.5360 0.7404 -0.4644 -6.5114 0.2039 -1.2394 0.72
C 0.6165 0.4740 -1.1654 3.4463 1.9166 -3.7330 -0.02
H -0.7328 1.4024 0.3434 0.8482 0.3826 0.6096 0.04
C 0.7164 -0.3292 -2.4838 -1.6341 -0.2815 -0.2708 0.04
H 0.9029 1.5286 -1.3027 1.8934 -0.3109 -0.1641 0.07
C -0.5547 -0.2232 -3.3759 -0.0228 0.3916 0.4597 0.02
H 1.6070 -0.0720 -3.0230 0.4253 0.5421 -0.1948 -0.01
H 0.8425 -1.3772 -2.2464 -0.0989 -0.1416 0.0913 -0.02
C -1.7748 -0.2569 -2.4507 0.0898 0.4929 0.0200 0.07
H -0.5618 0.7330 -3.9199 0.0310 -0.2012 0.0281 0.00
H -0.6236 -1.0264 -4.1163 0.3333 0.0498 0.1210 0.00
C -1.6467 0.9170 -1.4547 -0.6763 -0.6586 -0.3507 0.08
H -2.7089 -0.1495 -3.0223 0.2597 -0.2071 0.1724 0.00
H -1.7685 -1.2060 -1.8947 -0.2756 0.1903 -0.1408 -0.02
H -1.3295 1.8143 -2.0233 -0.4002 -0.0422 -0.0560 0.02
H -2.5854 1.1529 -0.9665 -0.2048 -0.0093 0.0792 -0.02
N 0.0640 0.9775 4.0116 -0.0443 -0.2257 1.1645 0.01
C -0.2814 -0.3096 3.7723 -0.6079 -0.5209 -1.9974 0.01
N -0.2052 -1.1614 4.8260 -0.1755 -0.3767 -0.0609 0.00
O -0.6742 -0.7214 2.6339 0.9619 0.5442 1.6997 0.02
H 0.4765 1.1665 4.9282 -0.1677 0.0988 -0.7897 0.00
H 0.3707 1.5369 3.2216 -0.0719 -0.1472 0.0816 0.00
H -0.5392 -2.1106 4.6953 0.0968 0.5119 0.0602 0.00
H -0.0358 -0.8150 5.7531 -0.0324 -0.1675 0.0073 0.00

=====

# 3
30
Properties=species:S:1:pos:R:3:forces:R:3:mulliken_spin:R:1 method="wB97M-V/def2-TZVPD" e_tot_ev=-73102.4630 spin_multiplicity=2
V -0.1045 -0.4979 0.7488 9.0410 2.9411 2.4198 1.18
Cl -0.7309 1.4439 1.5792 -0.1390 0.9777 0.5666 0.02
Cl 1.2916 -2.4330 0.7199 -0.1563 -0.2284 0.1549 0.01
C -1.2930 -1.3992 1.6182 -4.5509 -2.0283 0.4992 -0.17
H -1.2948 -2.4834 1.6917 0.4698 -0.1967 0.1444 0.00
H -2.2614 -1.0553 2.0357 0.6147 0.2316 -0.0226 0.00
C -0.3860 -0.5168 -1.2334 0.5665 -0.8515 -1.1893 -0.09
C -1.5146 -0.9323 -0.5360 -4.4945 -3.7426 -1.9973 0.05
H 0.4803 -1.2328 -1.4031 -1.3812 0.6566 0.0111 0.00
C -2.6579 0.0517 -0.4310 -1.3662 0.8281 -0.4197 0.00
H -1.8481 -2.0496 -0.5242 0.6632 2.0500 -0.4612 0.00
C -2.7986 0.9195 -1.7239 -0.4643 -0.9055 0.4787 0.00
H -3.6003 -0.4738 -0.2055 0.2784 -0.0098 -0.3534 0.00
H -2.5338 0.7272 0.4248 -0.0443 -0.2520 -0.4943 0.00
C -1.5374 1.7026 -2.0081 0.5276 0.0781 -0.1222 0.00
H -2.9651 0.2092 -2.5472 -0.0276 0.1952 -0.0250 0.00
H -3.6930 1.5628 -1.6789 0.3688 -0.1668 0.1216 0.00
C -0.3116 0.7498 -2.0663 0.2378 0.9548 -0.0094 0.01
H -1.6326 2.1790 -2.9919 0.0499 -0.0340 0.1430 0.00
H -1.3722 2.5285 -1.3063 -0.1232 -0.3452 0.1768 0.00
H -0.1655 0.5514 -3.1476 -0.0274 -0.7198 0.5957 0.00
H 0.6176 1.2621 -1.7863 -0.2105 0.2341 -0.0535 0.00
N 3.7870 0.5947 2.8104 0.4439 -1.0537 -0.4758 0.00
C 3.4664 0.0284 1.6095 -0.3266 1.4458 0.6730 0.00
N 4.2086 -0.9381 1.1268 1.7784 -1.5188 0.9619 0.00
S 2.2239 0.7319 0.6862 0.2956 0.4982 0.0387 0.00
H 4.5253 0.2381 3.4208 -0.4915 0.1923 -0.5245 0.00
H 3.2574 1.3887 3.1140 -0.1918 0.0434 -0.0416 0.00
H 3.9121 -1.4326 0.3080 -0.3977 0.0136 -0.1983 0.00
H 4.9310 -1.4248 1.6955 -0.9428 0.7122 -0.5974 0.00

=====

# 4
32
Properties=species:S:1:pos:R:3:forces:R:3:lowdin_charge:R:1 method="wB97M-V/def2-TZVPD" e_tot_ev=-99454.9413 smiles=Cl[Si](Cl)(Cl)CCCCCCCC[Si](Cl)(Cl)Cl
Cl 3.7505 1.6205 -1.0136 0.2027 0.4115 -0.3908 0.37
Si 2.4270 2.5603 -2.2860 -0.3188 0.3745 -0.9481 -0.48
Cl 1.5122 1.0392 -3.3738 0.4366 0.3693 -0.0272 0.32
Cl 3.5369 3.7970 -3.5774 -0.5830 -0.6852 0.6738 0.24
C 1.0064 3.4539 -1.3892 1.1729 0.4448 -1.1369 -0.32
C 1.0389 2.8529 -0.0111 -1.9857 -0.0089 1.0117 -0.32
C 0.7073 1.3465 -0.0333 -0.7711 0.2692 0.4838 -0.27
C -0.7204 1.0340 -0.4963 -0.2931 0.1688 -0.3573 -0.22
C -0.9906 -0.4334 -0.8737 -0.2095 -0.3274 -0.2321 -0.19
C -0.5429 -1.4867 0.1686 0.3343 0.3945 -0.5926 -0.27
C -1.3805 -1.4180 1.4404 0.3970 0.9787 -0.7661 -0.30
C -1.0045 -2.4736 2.4398 -0.1625 -1.2161 -0.4196 -0.32
Si -1.0870 -4.2048 1.6887 -0.7831 -0.8673 -0.3491 -0.42
Cl -2.4080 -4.2501 -0.0110 0.6942 -0.1928 1.3565 0.26
Cl -1.7846 -5.6230 3.1041 0.3357 0.9311 -0.8494 0.23
Cl 0.7170 -4.9672 1.0196 -0.4649 0.3621 0.1980 0.28
H 0.0626 3.2695 -1.9394 0.5947 0.0124 0.3094 0.08
H 1.1643 4.5513 -1.3757 0.0449 -0.5797 -0.0073 0.09
H 1.9691 3.0609 0.5029 0.2131 -0.0740 0.0120 0.08
H 0.2449 3.3773 0.5687 0.4276 -0.4080 -0.0272 0.12
H 0.8153 0.9419 0.9589 0.2188 -0.0856 0.6149 0.11
H 1.4230 0.8018 -0.6229 0.0939 -0.2865 -0.3447 0.01
H -1.4730 1.3933 0.2198 0.3216 -0.0759 0.1554 0.11
H -0.9225 1.6199 -1.3959 -0.0867 -0.0702 -0.0718 0.09
H -0.4915 -0.6164 -1.8298 0.2023 -0.1266 0.1348 0.08
H -2.0733 -0.5574 -1.1290 0.6617 0.0548 0.4532 0.12
H -0.5625 -2.4950 -0.2623 -0.3344 0.3002 -0.1322 0.03
H 0.5336 -1.3727 0.3730 -0.2267 0.3136 0.2332 0.12
H -2.4306 -1.5584 1.1514 0.1381 0.1093 0.1305 0.10
H -1.2821 -0.3843 1.8420 -0.1524 -0.6773 0.0775 0.12
H -1.7185 -2.4723 3.2293 -0.6415 -0.1494 0.8676 0.06
H -0.0365 -2.4065 2.9130 0.5232 0.3362 -0.0602 0.08

=====

# 5
61
Properties=species:S:1:pos:R:3:forces:R:3:mulliken_spin:R:1 method="wB97M-V/def2-TZVPD" total_charge=+2 e_tot_ev=-229956.7785 spin_multiplicity=2
Mg -4.1287 -1.5981 -0.3689 -0.2813 0.3895 2.5005 0.00
Mg 0.1440 0.2939 -2.4500 -0.5446 1.0278 -1.4687 0.00
N 1.1547 -0.9170 -3.2980 2.1838 -2.1727 -5.6014 0.00
S 1.4574 -1.3517 -4.9926 -0.4425 0.6133 -5.5072 0.00
O 1.4944 -2.7738 -5.3882 0.0426 3.7303 2.1177 0.00
O 2.3408 -0.4039 -5.6696 -1.4464 -1.7611 2.3918 0.00
F 0.0093 -0.8664 -5.4665 0.3619 -0.1416 0.5722 0.00
S 1.9735 -2.1094 -2.7356 2.5178 -4.6894 4.5595 0.00
O 3.4067 -2.0815 -2.9012 -1.9359 0.2537 -0.6579 0.00
O 1.2651 -3.3808 -2.7659 1.0551 2.5341 0.4355 0.00
F 1.8344 -1.5128 -1.2240 -0.3242 -0.2023 0.3136 0.00
N -3.3574 -1.8919 -1.9857 1.8204 3.1982 -4.9452 0.00
S -3.0011 -0.6612 -3.1065 -1.3595 5.4708 1.0980 0.00
O -3.8175 -0.5418 -4.2912 2.0789 -0.8413 2.1283 0.00
O -1.6313 -0.1615 -3.0393 -1.7468 -1.1332 -0.8869 0.00
F -3.6282 0.4243 -2.0685 -0.3593 -0.1886 -0.2892 0.00
S -3.0690 -2.9469 -3.0995 0.1248 -9.6869 -2.4010 0.00
O -1.7504 -2.9138 -3.7413 -2.8625 1.9113 0.6691 0.00
O -4.2824 -3.4200 -3.7464 2.3426 1.6531 0.7091 0.00
F -2.7811 -4.0663 -2.0426 -0.1070 -0.9140 0.5675 0.00
N -0.3075 0.6251 -0.7146 -2.4578 -2.1429 5.6608 0.00
S -1.0119 -0.5673 0.3545 0.7201 -7.2141 -1.8843 0.00
O -2.4899 -0.6332 0.3181 1.4596 1.7608 1.2616 0.00
O -0.2321 -1.1687 1.4500 -2.3373 3.1720 -2.0406 0.00
F -0.8149 -1.7291 -0.7350 0.4213 0.7354 -0.0314 0.00
S -0.4242 1.7236 0.3962 1.7225 8.3001 1.8917 0.01
O 0.6202 1.6307 1.4303 -2.9164 -0.4516 -1.9787 0.00
O -1.7849 2.2307 0.5972 2.2038 -2.3404 0.4983 0.00
F 0.1143 2.9387 -0.5122 0.0580 -0.7391 -0.0066 0.00
Cl -3.0101 -3.3780 0.8843 0.3287 2.2640 1.0318 0.00
C -2.8857 -5.0851 1.0405 -0.5104 -3.3003 -0.1689 0.00
C -2.6310 -5.7174 2.4242 0.2853 1.0654 0.3933 0.00
Cl -3.9077 -5.2263 3.5449 -0.3815 0.0390 0.1571 0.00
H -2.1273 -5.3766 0.3138 -0.0644 -0.1023 0.0827 0.00
H -3.8706 -5.4227 0.7180 0.2460 -0.3722 -0.1461 0.00
H -1.7073 -5.4259 2.9242 0.1190 0.2241 -0.4626 0.00
H -2.6103 -6.8070 2.4024 -0.2284 0.0971 -0.6239 0.00
Cl -1.0856 3.2132 3.6142 0.2485 0.4215 0.2565 0.01
C -1.1156 4.9878 3.4552 -0.4317 0.3043 -1.3693 0.01
C -0.5493 5.4819 2.0793 0.1512 -0.0974 0.4602 -0.01
Cl 1.1960 5.0681 1.7585 -0.2908 0.1391 0.3354 0.22
H -0.7653 5.4995 4.3516 0.5861 -0.2916 -0.2730 0.00
H -2.1710 5.2490 3.3785 -0.0833 0.0062 0.0073 0.00
H -0.6263 6.5638 1.9713 0.1264 -0.0429 0.3356 0.00
H -1.0688 5.0577 1.2201 -0.1512 -0.3135 0.3262 0.01
Cl 2.4334 0.0053 5.6836 0.2194 0.1670 0.7963 0.02
C 1.8527 0.1453 4.0615 1.0449 0.4197 -2.0199 0.00
C 3.0270 0.1177 3.0299 -0.7034 -0.5817 -0.0831 0.00
Cl 4.1706 1.5201 3.1507 -0.6295 -0.8046 0.1673 0.23
H 1.3477 1.0842 3.8345 -0.2925 -0.0392 0.6729 0.00
H 1.1917 -0.7001 3.8709 0.0529 0.1099 -0.2095 0.00
H 2.6467 0.1571 2.0091 -0.4071 0.5039 -0.0877 0.02
H 3.5410 -0.8422 2.9795 0.6554 0.2711 0.7289 0.01
Cl 2.8142 1.8218 -1.0979 0.5242 0.1641 0.1878 0.06
C 3.6751 2.8585 0.1231 -0.1060 0.0135 -1.3388 0.02
C 4.3825 4.0871 -0.5927 -0.5304 -0.5775 0.4408 0.01
Cl 3.2731 5.1356 -1.4999 -0.2747 -0.0887 0.7890 0.34
H 4.3772 2.1587 0.5763 0.3972 0.4294 -0.1280 0.00
H 2.9253 3.1337 0.8649 0.0131 0.3983 -0.1349 0.01
H 5.0311 3.8051 -1.4221 0.2735 -0.7024 0.3172 0.04
H 4.9447 4.6600 0.1447 -0.1782 0.1457 -0.1169 0.00

=====

# 6
31
Properties=species:S:1:pos:R:3:forces:R:3:mulliken_spin:R:1 method="wB97M-V/def2-TZVPD" total_charge=+3 e_tot_ev=-46040.7234 spin_multiplicity=5
C -1.5389 0.8868 0.7702 -1.9787 3.9461 -4.0398 -0.34
I 2.3872 -2.1646 1.7814 0.4101 0.0530 -0.0569 1.11
H -1.7641 1.1306 -0.3072 0.1195 -0.4944 0.1423 0.00
H -1.5459 2.0148 1.0641 0.8454 -2.3428 0.8421 0.00
H -2.4864 0.3368 1.0080 1.7356 -0.3421 0.8233 0.00
Ru 0.4268 0.2831 -0.6331 -1.3306 -1.2302 0.4275 1.92
P -0.8848 -1.7804 -0.4521 -1.8658 -1.6868 -0.2545 0.05
C -1.2674 -2.6009 1.1626 0.6541 0.5492 0.2612 0.00
C -2.5391 -1.4505 -1.1669 0.3896 0.5230 -0.2470 0.01
H 0.1960 -2.4759 -2.4640 -0.0072 -0.4151 0.3888 0.00
H -0.7873 -3.8077 -1.7889 0.0197 0.2490 0.2825 0.00
H 0.7952 -3.4237 -1.0352 -0.2747 0.1583 -0.2984 0.00
C -0.0908 -2.9956 -1.5325 0.5814 0.1909 -0.2668 0.01
H -2.3239 -0.8749 -2.0760 -0.4702 -0.0420 0.0741 0.00
H -3.1084 -2.3536 -1.4432 0.5181 0.0832 0.2572 0.00
H -1.8754 -3.5229 1.1044 0.1935 0.4835 -0.6360 0.00
H -1.8022 -1.8873 1.8081 0.2205 -0.2697 -0.1205 0.00
H -3.1465 -0.8607 -0.4693 0.0995 -0.2046 -0.3674 0.00
H -0.3132 -2.8846 1.6268 -0.4203 0.0590 0.0642 0.00
C 0.4845 -0.0305 1.2349 -4.2002 1.1687 9.8907 -0.07
O 0.0636 0.1516 2.3884 4.2619 -1.9114 -6.7738 -0.07
Cl 0.3182 0.2793 -2.8328 0.0668 0.1960 0.0125 0.33
N 3.0589 3.3918 0.8050 -0.8080 -0.1132 -0.8301 -0.05
C 2.3775 4.0695 -0.2151 2.8111 0.7173 2.9319 0.39
C 1.4186 3.1854 -0.6500 -1.3344 -4.4182 0.1103 0.34
N 1.6375 1.9579 -0.0519 -0.6534 1.4805 0.1461 0.00
C 2.5503 2.1246 0.9351 -0.0501 0.7287 -0.8720 0.31
H 3.8511 3.6770 1.3729 0.0806 0.7061 -0.1005 0.00
H 2.6180 5.0941 -0.4681 -0.0438 0.0627 -0.1215 0.01
H 0.5061 3.1397 -1.2316 0.3901 1.2471 -0.6171 0.01
H 2.7847 1.3909 1.7560 0.0401 0.8680 -1.0521 0.02